Record 1
Here is a structure of composition H10MgO13S2 at a distorted geometry from OMol25. Energies are from ωB97M-V/def2-TZVPD.

CARTESIAN COORDINATES (ANGSTROEM)
Mg (-0.0171, -0.4329, 0.4145)
S (0.1048, -1.7078, -4.1149)
O (-1.3163, -1.5818, -4.3759)
O (0.4422, -0.9180, -2.9380)
O (0.4206, -3.1400, -3.8620)
O (0.9520, -1.2026, -5.1912)
S (-0.9663, 0.6330, 5.1722)
O (-2.3417, 0.2361, 5.4669)
O (-0.6706, 0.1272, 3.8220)
O (-0.7466, 2.1241, 5.1414)
O (-0.0541, 0.0362, 6.1258)
O (1.9898, 2.7001, -3.9407)
H (2.3648, 3.3935, -3.3978)
H (1.8676, 1.9648, -3.3403)
O (1.1987, -3.1737, 1.1161)
H (1.0556, -4.0907, 0.8818)
H (1.7620, -3.2087, 1.8893)
O (2.8694, 1.3399, 0.7477)
H (2.9805, 2.2579, 0.5005)
H (3.4742, 1.2133, 1.4787)
O (-2.9987, -1.5376, -0.0734)
H (-3.7453, -1.1914, 0.4155)
H (-3.3557, -2.2781, -0.5639)
O (-1.6180, 2.4802, -0.3065)
H (-2.0006, 2.6136, -1.1737)
H (-1.6510, 3.3434, 0.1058)

Results
**Charge**: -2
**2S+1**: 1

***

Record 2
Here is a cluster of 3 separate species, C4H7NO2 in total at a distorted geometry from OMol25. Energies are from ωB97M-V/def2-TZVPD.

CARTESIAN COORDINATES (ANGSTROEM)
O (-0.6047, -0.9478, 1.5692)
C (0.1370, -1.4917, 0.5758)
C (-0.5005, -2.2568, -0.3010)
N (-0.0642, 0.9592, -0.7365)
C (-0.0505, 1.9670, -1.4965)
C (1.0396, 1.1838, 1.6098)
O (1.4539, 2.1814, 1.9539)
H (-0.1023, -0.2554, 2.0137)
H (1.2139, -1.2909, 0.5279)
H (0.0332, -2.9579, -0.9227)
H (-1.5791, -2.3069, -0.1874)
H (-0.9040, 0.4042, -0.9203)
H (-0.8742, 2.1599, -2.1789)
H (0.8017, 2.6520, -1.5070)

Results
**Charge**: 0
**2S+1**: 1

***

HOMO-LUMO gap, record by record: 0.1079, 0.3462 Ha
Relative energy (zero: lowest compared OMol25 entry of this formula, charge and spin), record by record: 10.194, 3.237 eV
E_HOMO, record by record: -1.6, -8.6 eV